{"formula": "C4H5N3O", "method": "ωB97M-V/def2-TZVPD", "symbols": ["C", "C", "C", "C", "H", "H", "H", "H", "H", "N", "N", "N", "O"], "coordinates": [[1.81, 0.36, -0.39], [0.76, -0.32, 0.53], [-0.78, -1.02, -0.16], [-0.63, 0.18, 0.16], [2.22, 1.29, 0.22], [1.32, 0.91, -1.39], [2.73, -0.50, -0.73], [1.02, -0.37, 1.59], [-2.25, 1.72, 0.51], [-2.10, -1.36, -0.12], [-2.64, -0.16, -0.17], [-1.92, 0.88, -0.03], [0.46, -1.61, -0.03]], "homo_ev": -9.224, "e_tot_ev": -10739.9651, "de_lowest_kcal_mol": 176.4, "largest_force_ev_per_a": 7.3, "homo_lumo_gap_ev": 9.67}

---

{"formula": "C42H63AsN5O4SbSr", "method": "ωB97M-V/def2-TZVPD", "symbols": ["Sr", "O", "C", "N", "C", "O", "C", "C", "C", "C", "C", "N", "C", "C", "C", "C", "C", "N", "H", "H", "H", "H", "H", "H", "H", "H", "C", "O", "C", "O", "N", "N", "H", "H", "H", "H", "H", "H", "C", "C", "As", "C", "C", "C", "C", "H", "H", "H", "H", "H", "H", "H", "H", "H", "H", "H", "H", "H", "H", "H", "C", "C", "C", "C", "Sb", "C", "C", "C", "C", "C", "C", "C", "C", "H", "H", "H", "H", "H", "H", "H", "H", "H", "H", "H", "H", "H", "H", "H", "H", "H", "H", "H", "H", "H", "H", "H", "H", "H", "H", "H", "C", "C", "C", "C", "C", "C", "C", "C", "C", "C", "H", "H", "H", "H", "H", "H", "H"], "coordinates": [[0.61, 1.12, -1.50], [1.83, 3.27, -3.46], [2.06, 3.03, -2.29], [1.33, 3.36, -1.20], [0.02, 3.45, -1.21], [-0.75, 2.83, -1.98], [-0.53, 4.17, -0.01], [-1.17, 5.40, -0.12], [-1.63, 6.00, 1.03], [-1.43, 5.36, 2.25], [-0.79, 4.13, 2.25], [-0.35, 3.53, 1.15], [3.33, 2.34, -1.84], [4.58, 2.91, -2.05], [5.68, 2.29, -1.49], [5.50, 1.11, -0.77], [4.22, 0.58, -0.67], [3.15, 1.19, -1.19], [-1.28, 5.86, -1.09], [-2.13, 6.96, 0.99], [-1.77, 5.80, 3.17], [-0.62, 3.59, 3.18], [4.66, 3.82, -2.63], [6.66, 2.72, -1.60], [6.33, 0.62, -0.30], [4.03, -0.36, -0.18], [3.39, -3.19, -2.08], [2.01, -3.41, -2.35], [1.13, -2.92, -1.45], [1.44, -2.31, -0.44], [-0.13, -3.22, -1.82], [-1.17, -2.65, -1.07], [3.93, -3.97, -2.60], [3.58, -3.25, -1.01], [3.69, -2.21, -2.45], [-0.27, -3.35, -2.81], [-2.04, -2.93, -1.48], [-1.09, -1.64, -1.09], [-3.80, 2.54, 0.95], [-3.89, 2.68, -0.57], [-3.07, 1.17, -1.53], [-4.69, 0.01, -1.62], [-5.09, -0.57, -0.25], [-3.19, 1.79, -3.41], [-3.68, 3.22, -3.63], [-4.17, 3.44, 1.45], [-2.76, 2.39, 1.25], [-4.37, 1.69, 1.31], [-3.35, 3.58, -0.89], [-4.93, 2.79, -0.88], [-4.45, -0.81, -2.31], [-5.51, 0.57, -2.06], [-4.20, -0.87, 0.32], [-5.73, -1.45, -0.36], [-5.63, 0.17, 0.33], [-3.83, 1.08, -3.93], [-2.19, 1.69, -3.83], [-4.68, 3.37, -3.22], [-3.72, 3.44, -4.69], [-3.00, 3.93, -3.17], [1.87, -3.31, 4.85], [2.25, -2.54, 3.60], [3.42, -1.60, 3.89], [2.68, -3.52, 2.51], [0.61, -1.29, 2.70], [0.35, 0.32, 4.26], [1.38, 1.39, 3.90], [-1.05, 0.90, 4.07], [0.53, -0.12, 5.71], [-1.20, -2.57, 3.08], [-1.58, -2.74, 4.55], [-2.35, -1.89, 2.33], [-0.92, -3.93, 2.45], [2.75, -3.81, 5.26], [1.12, -4.07, 4.64], [1.47, -2.65, 5.63], [4.31, -2.18, 4.15], [3.21, -0.94, 4.73], [3.66, -0.98, 3.02], [3.52, -4.13, 2.86], [3.00, -2.98, 1.61], [1.87, -4.19, 2.22], [1.23, 1.74, 2.87], [2.40, 1.02, 3.99], [1.27, 2.25, 4.57], [-1.24, 1.14, 3.02], [-1.16, 1.82, 4.66], [-1.82, 0.20, 4.41], [1.56, -0.43, 5.91], [-0.14, -0.94, 5.97], [0.31, 0.72, 6.38], [-1.87, -1.80, 5.01], [-0.77, -3.18, 5.13], [-2.44, -3.42, 4.62], [-2.63, -0.94, 2.79], [-3.23, -2.53, 2.34], [-2.08, -1.70, 1.29], [-0.17, -4.48, 3.02], [-0.59, -3.82, 1.42], [-1.84, -4.53, 2.45], [3.06, -1.30, -6.40], [3.42, -0.83, -5.12], [2.46, -0.64, -4.16], [1.08, -0.88, -4.42], [0.09, -0.62, -3.41], [-1.21, -0.94, -3.78], [-1.56, -1.47, -5.05], [-0.61, -1.68, -6.00], [0.74, -1.39, -5.71], [1.76, -1.58, -6.68], [3.83, -1.44, -7.15], [4.46, -0.63, -4.89], [2.73, -0.29, -3.17], [-2.02, -0.78, -3.08], [-2.61, -1.69, -5.26], [-0.87, -2.05, -6.98], [1.47, -1.95, -7.66]], "homo_ev": -7.245, "e_tot_ev": -128427.8039, "de_lowest_kcal_mol": 23.8, "largest_force_ev_per_a": 5.8, "homo_lumo_gap_ev": 7.20}

---

Copy entry 1 word for word.
{"formula": "C4H5N3O", "method": "ωB97M-V/def2-TZVPD", "symbols": ["C", "C", "C", "C", "H", "H", "H", "H", "H", "N", "N", "N", "O"], "coordinates": [[1.81, 0.36, -0.39], [0.76, -0.32, 0.53], [-0.78, -1.02, -0.16], [-0.63, 0.18, 0.16], [2.22, 1.29, 0.22], [1.32, 0.91, -1.39], [2.73, -0.50, -0.73], [1.02, -0.37, 1.59], [-2.25, 1.72, 0.51], [-2.10, -1.36, -0.12], [-2.64, -0.16, -0.17], [-1.92, 0.88, -0.03], [0.46, -1.61, -0.03]], "homo_ev": -9.224, "e_tot_ev": -10739.9651, "de_lowest_kcal_mol": 176.4, "largest_force_ev_per_a": 7.3, "homo_lumo_gap_ev": 9.67}